{
  "formula": "C32H65ClN6O14",
  "method": "ωB97M-V/def2-TZVPD",
  "elements": ["H", "H", "O", "H", "C", "C", "N", "O", "C", "O", "H", "H", "H", "C", "C", "C", "C", "H", "C", "C", "O", "H", "N", "N", "H", "H", "C", "C", "C", "H", "H", "H", "C", "H", "H", "H", "H", "H", "C", "O", "H", "H", "H", "C", "O", "H", "H", "C", "H", "H", "H", "H", "H", "H", "H", "C", "H", "H", "H", "H", "C", "H", "H", "C", "H", "C", "C", "H", "H", "O", "H", "H", "N", "H", "C", "H", "H", "C", "O", "H", "H", "N", "H", "C", "C", "Cl", "H", "O", "C", "C", "H", "O", "H", "H", "H", "H", "O", "H", "H", "H", "H", "C", "C", "H", "O", "C", "H", "H", "O", "C", "H", "H", "H", "N", "H", "C", "O", "H"],
  "positions_angstrom": [[11.879, -23.757, 6.069], [18.912, -26.254, 9.215], [12.233, -19.789, 5.782], [13.703, -24.233, -0.205], [16.890, -24.440, 2.504], [17.675, -21.945, 2.492], [11.555, -22.302, 9.588], [13.004, -26.429, 5.802], [11.435, -24.435, 1.177], [14.200, -20.719, 10.008], [12.062, -22.052, 2.206], [17.503, -21.043, 4.455], [14.825, -27.941, 8.142], [17.483, -21.992, 3.940], [17.286, -14.351, 6.972], [10.923, -25.524, 2.075], [16.446, -25.305, 10.562], [10.650, -23.682, 1.099], [12.907, -19.137, 11.495], [12.930, -18.148, 12.436], [16.598, -25.474, 4.473], [13.265, -14.453, 6.017], [16.067, -26.378, 9.606], [15.156, -25.347, 7.181], [14.336, -24.834, 7.472], [12.257, -21.841, 10.149], [15.638, -24.038, 10.374], [16.019, -14.695, 6.176], [14.834, -27.018, 10.055], [16.173, -14.496, 5.115], [14.645, -22.506, 3.040], [16.818, -16.879, 4.805], [14.281, -28.069, 9.078], [19.147, -27.816, 8.636], [16.105, -19.061, 10.093], [14.674, -26.017, 6.598], [17.496, -27.596, 10.627], [12.073, -22.172, -0.408], [16.344, -18.448, 6.234], [10.735, -18.133, 6.618], [13.378, -21.243, 0.431], [12.101, -17.843, 13.058], [13.219, -27.968, 8.854], [16.615, -16.987, 5.870], [16.778, -22.843, 5.842], [17.154, -14.730, 7.985], [12.636, -15.861, 6.910], [12.458, -22.945, 2.690], [16.756, -25.373, 1.978], [14.048, -17.316, 5.490], [11.597, -24.860, 0.186], [13.615, -21.744, 4.143], [14.914, -27.424, 11.063], [18.148, -14.751, 6.439], [16.021, -23.260, 11.035], [11.906, -24.374, 6.968], [15.685, -24.720, 6.592], [11.187, -21.676, 8.887], [15.804, -23.606, 9.387], [10.956, -26.167, 6.150], [15.243, -18.786, 10.682], [10.566, -25.264, 3.071], [10.943, -24.100, 7.399], [14.374, -16.276, 5.490], [15.473, -18.937, 5.798], [13.586, -23.476, 0.571], [14.136, -17.374, 12.585], [13.633, -22.083, -1.062], [16.301, -18.532, 7.320], [18.092, -20.967, 1.885], [14.051, -26.267, 10.156], [11.659, -23.242, 3.369], [15.533, -16.077, 6.329], [14.584, -24.209, 10.592], [17.266, -23.301, 1.720], [11.698, -26.240, 2.346], [17.564, -16.783, 6.365], [16.853, -24.363, 3.865], [16.070, -16.625, 11.314], [15.383, -21.832, 6.711], [14.559, -29.102, 9.286], [14.467, -21.684, 7.110], [10.881, -22.859, 10.093], [15.290, -17.576, 11.522], [17.158, -27.401, 9.609], [11.687, -19.155, 6.971], [11.881, -26.424, 7.541], [12.749, -18.601, 7.736], [11.925, -25.911, 6.580], [13.119, -22.157, -0.103], [15.196, -14.107, 6.581], [17.316, -23.301, 0.484], [15.566, -25.731, 8.020], [17.975, -26.703, 7.759], [12.310, -15.771, 5.288], [14.650, -21.337, 8.041], [14.194, -16.491, 13.419], [17.452, -13.281, 7.097], [13.891, -21.093, 6.528], [13.928, -22.522, 7.275], [17.212, -19.071, 6.019], [13.112, -15.532, 5.987], [13.698, -22.660, 3.557], [17.456, -24.977, 10.318], [12.897, -23.786, 7.827], [18.370, -27.055, 8.712], [12.009, -22.911, 8.921], [14.605, -16.085, 4.442], [11.680, -19.512, 11.235], [14.126, -19.587, 10.666], [10.166, -26.143, 1.593], [16.309, -25.580, 11.607], [14.578, -23.270, 0.972], [12.701, -23.936, 1.663], [16.743, -28.317, 9.186], [17.079, -23.083, 4.609], [11.001, -20.148, 7.702], [13.896, -23.494, 4.231]],
  "total_charge": -4,
  "e_homo_ev": 2.2,
  "de_lowest_kj_mol": 31.1
}

***

{
  "formula": "C25H20MnNO7S2",
  "method": "ωB97M-V/def2-TZVPD",
  "elements": ["H", "H", "C", "H", "H", "C", "C", "C", "H", "C", "C", "C", "H", "C", "C", "C", "H", "O", "H", "C", "C", "H", "S", "H", "H", "Mn", "H", "C", "H", "C", "C", "C", "O", "C", "C", "C", "C", "C", "H", "N", "S", "H", "C", "H", "C", "O", "H", "O", "O", "C", "H", "O", "O", "C", "H", "H"],
  "positions_angstrom": [[-3.295, 2.422, -1.245], [-1.035, 0.991, 6.119], [-1.092, 6.038, -0.380], [-1.444, 6.903, -0.926], [-2.025, 4.648, -1.706], [0.124, 5.091, 1.472], [-1.676, -0.980, 6.691], [-1.289, 2.270, -0.552], [-2.090, 2.539, -2.526], [0.752, -2.770, -3.308], [4.132, 1.423, 0.344], [-0.324, 6.200, 0.765], [-1.157, -3.674, -2.936], [-1.257, -1.644, 4.024], [-2.339, 2.028, -1.595], [0.360, -1.455, -0.886], [-2.276, -3.023, 6.946], [0.521, -2.318, 2.223], [2.625, -1.746, -3.417], [-1.922, -2.268, 6.257], [-1.709, -2.596, 4.926], [5.502, 1.204, -1.295], [-0.932, -2.279, 2.388], [0.702, 5.219, 2.378], [2.517, 1.377, 1.783], [0.248, -0.393, 0.810], [0.900, -3.286, -4.247], [4.545, 0.917, -0.880], [-1.894, -3.598, 4.567], [-0.186, 3.819, 1.027], [-0.955, 3.649, -0.124], [-0.604, -2.330, -1.360], [0.006, 2.057, 4.333], [2.903, 1.030, 0.834], [1.723, -1.901, -2.838], [-1.018, -0.332, 4.457], [-1.230, -0.021, 5.792], [-0.406, -2.986, -2.570], [-2.425, 0.959, -1.770], [2.114, 0.187, 0.162], [-0.566, 1.082, 3.444], [4.746, 2.104, 0.914], [2.502, -0.319, -1.027], [-1.503, -2.512, -0.785], [-1.415, 4.765, -0.821], [-1.430, -1.226, 1.428], [-1.833, -0.710, 7.727], [-0.723, 1.323, -0.028], [-1.745, 1.468, 2.717], [3.728, 0.041, -1.571], [4.035, -0.364, -2.524], [-1.636, -3.517, 2.258], [0.514, 0.573, 2.518], [1.528, -1.244, -1.627], [0.133, 2.947, 1.581], [-0.080, 7.195, 1.114]],
  "total_charge": 0,
  "spin_multiplicity": 5,
  "e_homo_ev": [-9.1, -9.2],
  "de_lowest_kj_mol": 0.0,
  "s2": 6.1189
}

***

{
  "formula": "C19H25N5PdSTe",
  "method": "ωB97M-V/def2-TZVPD",
  "elements": ["H", "C", "H", "H", "H", "C", "H", "C", "C", "C", "H", "C", "C", "C", "H", "C", "H", "C", "H", "N", "H", "H", "C", "N", "N", "H", "C", "C", "C", "H", "H", "Te", "H", "H", "C", "H", "S", "H", "H", "H", "H", "Pd", "C", "C", "H", "C", "N", "H", "C", "H", "N", "H"],
  "positions_angstrom": [[-4.438, 1.163, -1.548], [-2.936, 2.534, -2.237], [3.178, 0.711, -2.491], [-4.604, -4.003, 1.085], [4.395, -0.785, 1.140], [-1.588, 2.704, -2.499], [3.299, 2.434, -2.045], [-2.499, 0.276, -1.544], [-1.265, -0.563, 2.724], [3.541, -0.165, 2.958], [1.514, 3.309, -0.417], [-3.390, 1.318, -1.761], [-3.717, -3.567, 0.646], [2.812, 1.118, 3.336], [2.715, 1.180, 4.415], [-2.143, -3.412, -1.149], [-1.778, -3.704, -2.127], [-0.685, 1.675, -2.267], [3.356, 1.990, 2.977], [0.178, -0.896, 0.742], [1.852, 1.923, 0.642], [0.214, 2.180, 0.025], [-2.984, -2.641, 1.333], [-1.423, -2.512, -0.503], [1.265, -0.537, 1.405], [-2.308, -0.255, 2.781], [1.275, 2.254, -0.218], [-0.974, -1.159, 1.379], [-1.147, 0.446, -1.786], [-1.221, 3.643, -2.888], [3.038, -1.011, 3.442], [0.650, -1.711, -3.629], [-3.623, 3.350, -2.411], [-1.080, -1.295, 3.512], [0.782, 1.880, -2.523], [0.998, 2.941, -2.730], [2.644, -1.581, -0.658], [3.573, 1.176, -0.828], [4.579, -0.125, 3.294], [-3.856, -4.697, -1.194], [1.817, 1.097, 2.900], [0.286, -0.949, -1.318], [-3.296, -3.969, -0.631], [-1.817, -2.088, 0.745], [-2.904, -0.669, -1.210], [2.981, 1.440, -1.702], [1.564, 1.414, -1.374], [1.085, 1.295, -3.403], [2.422, -0.759, 0.873], [-3.273, -2.335, 2.326], [3.560, -0.362, 1.517], [-0.623, 0.300, 2.898]],
  "total_charge": 0,
  "spin_multiplicity": 5,
  "e_homo_ev": [-5.5, -7.4],
  "de_lowest_kj_mol": 17.1,
  "s2": 6.0273
}

***

{
  "formula": "C3H6N2OS",
  "method": "ωB97M-V/def2-TZVPD",
  "elements": ["C", "H", "O", "H", "H", "N", "C", "S", "C", "H", "H", "N", "H"],
  "positions_angstrom": [[-1.231, -0.300, -0.919], [3.075, 0.563, 0.495], [2.497, -0.306, -1.133], [2.240, 1.682, -0.714], [-1.205, -0.431, -2.004], [-0.663, -0.514, 1.299], [-0.746, -1.131, 0.124], [-1.681, 1.176, -0.124], [2.622, 0.664, -0.439], [-0.576, -2.206, 0.094], [-3.377, 0.844, 0.099], [-1.057, 0.751, 1.273], [0.102, -0.792, 1.950]],
  "total_charge": 0,
  "e_homo_ev": -7.0,
  "de_lowest_kj_mol": 624.7
}

***

no.,E (a.u.)
1,-3099.819692
2,-3493.570146
3,-1806.733856
4,-700.651265